DFT (wB97M-V/def2-TZVPD) results for a 14-piece molecular cluster, C56H154N14O14 overall.

Atoms and positions in Å:
C (3.2983, -4.1306, 0.5343)
C (4.6875, -4.7685, 0.3205)
C (5.8634, -3.8029, 0.0876)
O (7.0452, -4.4592, 0.4856)
C (8.1494, -3.5648, 0.5747)
N (4.9600, -5.5855, 1.4699)
H (3.1642, -3.4438, 1.4152)
H (2.5531, -4.8886, 0.5176)
H (3.0306, -3.4010, -0.2900)
H (4.6941, -5.3297, -0.6503)
H (5.7273, -2.8742, 0.6685)
H (5.9637, -3.4974, -0.9344)
H (8.3331, -3.0757, -0.3521)
H (9.0879, -4.0359, 0.8613)
H (7.9500, -2.8115, 1.3419)
H (5.9166, -5.9422, 1.5071)
H (4.9244, -5.0117, 2.3353)
C (-1.5210, 1.3154, 4.4429)
C (-1.4943, 0.9462, 5.9506)
C (-0.1913, 0.1881, 6.2443)
O (-0.0306, 0.0252, 7.6626)
C (-0.8186, -0.9253, 8.2973)
N (-1.5782, 2.2054, 6.7331)
H (-0.6863, 1.9568, 4.2158)
H (-2.4355, 1.9449, 4.1713)
H (-1.5234, 0.4983, 3.7855)
H (-2.3029, 0.2987, 6.3328)
H (0.6567, 0.7586, 5.9493)
H (-0.2834, -0.7640, 5.7423)
H (-0.4905, -0.9845, 9.3223)
H (-0.7963, -1.9383, 7.8054)
H (-1.8853, -0.6487, 8.2849)
H (-2.3511, 2.7653, 6.5023)
H (-1.5520, 2.0345, 7.7381)
C (2.3799, -0.3712, 3.1453)
C (3.3084, 0.6039, 2.4250)
C (3.0704, 2.0587, 2.8312)
O (3.3503, 2.1484, 4.2194)
C (3.2377, 3.5101, 4.6462)
N (4.6847, 0.1200, 2.4682)
H (2.6300, -1.3665, 2.8973)
H (1.3137, -0.1400, 2.8871)
H (2.4599, -0.3034, 4.2145)
H (2.9719, 0.6473, 1.3787)
H (2.0053, 2.3480, 2.5942)
H (3.7640, 2.6958, 2.2734)
H (4.1814, 3.9594, 4.3966)
H (3.1958, 3.5948, 5.7436)
H (2.3505, 4.0118, 4.1641)
H (5.0518, 0.3362, 3.4324)
H (5.2281, 0.6496, 1.8113)
C (-0.8481, -9.8568, 1.7636)
C (-1.3453, -8.3727, 1.8619)
C (-0.0883, -7.4993, 1.7331)
O (0.7113, -7.6999, 2.8635)
C (2.0405, -7.1823, 2.7710)
N (-2.3569, -8.1030, 0.8745)
H (-0.2057, -10.1423, 2.5376)
H (-0.2326, -9.8595, 0.8700)
H (-1.7400, -10.4915, 1.6425)
H (-1.7612, -8.2146, 2.8857)
H (-0.3597, -6.4293, 1.5988)
H (0.5269, -7.6724, 0.8140)
H (2.1291, -6.1426, 2.7942)
H (2.6134, -7.6531, 1.9719)
H (2.6012, -7.4128, 3.6651)
H (-2.5507, -7.0953, 0.8293)
H (-2.1470, -8.6139, 0.0201)
C (-8.5860, -2.1252, -0.0451)
C (-7.2559, -1.4214, -0.0448)
C (-6.3382, -2.1080, 0.9592)
O (-5.2372, -1.2413, 1.2302)
C (-4.4747, -1.5463, 2.3740)
N (-6.6208, -1.3774, -1.3578)
H (-8.5432, -3.2081, -0.2249)
H (-9.1450, -1.6842, -0.8664)
H (-9.2042, -2.1032, 0.8714)
H (-7.4247, -0.3852, 0.4061)
H (-5.9172, -3.0282, 0.3688)
H (-6.8689, -2.4347, 1.8548)
H (-5.0561, -1.9214, 3.2016)
H (-3.8880, -0.6997, 2.6466)
H (-3.7447, -2.3114, 2.1534)
H (-5.8142, -0.7557, -1.3706)
H (-7.2462, -0.8739, -1.9702)
C (-3.7126, 5.7651, -2.8902)
C (-2.9876, 4.4811, -3.1259)
C (-3.8917, 3.2729, -2.8499)
O (-3.2377, 2.0280, -2.9200)
C (-4.1741, 0.9940, -2.7748)
N (-2.3129, 4.5930, -4.4009)
H (-2.9141, 6.4761, -2.6537)
H (-4.4554, 5.7026, -2.0990)
H (-4.2670, 6.0342, -3.7748)
H (-2.1709, 4.4473, -2.3123)
H (-4.8009, 3.1117, -3.4744)
H (-4.2413, 3.4921, -1.7962)
H (-5.0207, 1.0774, -3.4310)
H (-4.4647, 0.9084, -1.7123)
H (-3.7360, 0.0192, -3.0138)
H (-1.4498, 4.0995, -4.5673)
H (-2.9154, 4.6345, -5.2264)
C (2.9712, 3.0850, -4.5195)
C (1.7497, 2.1185, -4.5141)
C (1.0487, 2.0191, -5.8833)
O (0.1034, 3.1049, -5.9984)
C (-0.5782, 3.1357, -7.2221)
N (2.2103, 0.7840, -4.2257)
H (3.6561, 2.9439, -3.6379)
H (2.6264, 4.1637, -4.6019)
H (3.5839, 2.9343, -5.4346)
H (1.0957, 2.4927, -3.7507)
H (0.5014, 1.1119, -5.8532)
H (1.7558, 2.0509, -6.7215)
H (0.1181, 3.4621, -8.0200)
H (-1.3895, 3.8858, -7.2476)
H (-1.0012, 2.1548, -7.4282)
H (2.7230, 0.7521, -3.2987)
H (1.3949, 0.1986, -4.0331)
C (4.9961, -1.4393, -3.1534)
C (4.3384, -2.2434, -4.2273)
C (3.1456, -2.9759, -3.6244)
O (3.4466, -4.1413, -2.9380)
C (2.3466, -5.0015, -2.7645)
N (4.0217, -1.5288, -5.3999)
H (5.2496, -1.9632, -2.2226)
H (4.2599, -0.6842, -2.8105)
H (5.8833, -1.0322, -3.5683)
H (5.0326, -3.0889, -4.4458)
H (2.4824, -3.2013, -4.4575)
H (2.6278, -2.2908, -2.9540)
H (1.8412, -5.1585, -3.6507)
H (1.7523, -4.7111, -1.9360)
H (2.7570, -5.9836, -2.3815)
H (4.8509, -1.2016, -5.8832)
H (3.4799, -0.7412, -5.1715)
C (-2.0478, 8.2510, 2.3023)
C (-1.5340, 8.2069, 0.8297)
C (-0.4570, 7.0957, 0.5352)
O (-0.0195, 7.1164, -0.8148)
C (0.6104, 5.9257, -1.0651)
N (-2.6704, 8.0509, -0.0853)
H (-1.3505, 8.2092, 3.1626)
H (-2.7873, 7.5202, 2.4189)
H (-2.5823, 9.1578, 2.5533)
H (-0.9680, 9.1595, 0.7913)
H (-0.8388, 6.1519, 0.7758)
H (0.4242, 7.2369, 1.2033)
H (-0.0694, 5.0911, -0.9699)
H (1.5418, 5.8152, -0.5882)
H (0.8179, 5.9849, -2.0969)
H (-2.2877, 7.9949, -1.0279)
H (-3.1942, 8.9266, -0.0759)
C (-1.5455, 0.6247, 0.5456)
C (-0.8278, 1.9373, 0.1797)
C (0.4059, 1.6733, -0.6380)
O (1.0501, 0.5349, -0.0125)
C (1.9803, -0.0684, -0.8715)
N (-1.5564, 2.9309, -0.6148)
H (-2.4908, 0.8111, 1.0427)
H (-0.9975, -0.0470, 1.0917)
H (-1.9324, 0.2022, -0.3927)
H (-0.5984, 2.4505, 1.1314)
H (1.0778, 2.5229, -0.7535)
H (0.1257, 1.4015, -1.6690)
H (1.5656, -0.5027, -1.7664)
H (2.5095, -0.8534, -0.2926)
H (2.7566, 0.6567, -1.1673)
H (-2.3207, 3.2434, -0.0240)
H (-1.9380, 2.4261, -1.4111)
C (6.9161, 0.3856, -0.7459)
C (6.1140, 1.4556, -1.4688)
C (5.5792, 2.5151, -0.5105)
O (4.7771, 3.3554, -1.2431)
C (4.1878, 4.2820, -0.3901)
N (6.8415, 1.9755, -2.6178)
H (7.6412, 0.9178, -0.1048)
H (7.4295, -0.2121, -1.4667)
H (6.3712, -0.3319, -0.1487)
H (5.1777, 1.0748, -1.8238)
H (6.3530, 3.0559, 0.0359)
H (4.9675, 1.9155, 0.2339)
H (4.9691, 4.6605, 0.3083)
H (3.4160, 3.7820, 0.2634)
H (3.6947, 5.0316, -0.9994)
H (7.8199, 2.2627, -2.5593)
H (6.3675, 2.7239, -3.1332)
C (-1.9149, -4.4770, 3.7770)
C (-0.5748, -3.7454, 3.4233)
C (-0.9427, -2.4981, 2.6183)
O (-1.4810, -2.8865, 1.3640)
C (-0.4135, -3.2971, 0.5080)
N (0.1504, -3.2232, 4.5531)
H (-2.3852, -3.8081, 4.4835)
H (-1.6874, -5.4329, 4.1901)
H (-2.4856, -4.6444, 2.8916)
H (-0.0205, -4.4505, 2.7866)
H (-0.0693, -1.8466, 2.3613)
H (-1.7176, -1.8020, 3.0543)
H (-0.8138, -3.5587, -0.5129)
H (0.1566, -4.1807, 0.8664)
H (0.2573, -2.5469, 0.5852)
H (1.0357, -2.8633, 4.1992)
H (0.3243, -3.8818, 5.2778)
C (-0.3688, -1.5634, -5.6893)
C (-1.3192, -1.3171, -4.4718)
C (-1.1110, -2.3252, -3.3449)
O (-1.4414, -3.6892, -3.6568)
C (-2.8663, -3.7989, -3.6580)
N (-0.9842, -0.0067, -3.9204)
H (-0.6137, -2.4080, -6.4022)
H (0.6410, -1.6522, -5.3195)
H (-0.3995, -0.7122, -6.3417)
H (-2.3184, -1.3418, -4.8455)
H (-1.7117, -1.9995, -2.4523)
H (-0.0998, -2.2622, -2.9914)
H (-3.3822, -3.1911, -4.4354)
H (-3.2276, -3.6587, -2.6675)
H (-3.1291, -4.8467, -3.8220)
H (-1.2017, 0.7193, -4.6179)
H (-1.6182, 0.2511, -3.1456)
C (-5.9712, 4.2956, 0.8962)
C (-5.3168, 2.8980, 1.0207)
C (-4.4076, 2.8203, 2.3397)
O (-3.1648, 3.4227, 2.2117)
C (-2.9085, 4.4714, 3.0680)
N (-6.3324, 1.8426, 1.0094)
H (-5.2494, 5.1140, 0.9361)
H (-6.6747, 4.4003, 1.7181)
H (-6.5382, 4.4066, 0.0097)
H (-4.7875, 2.6715, 0.1051)
H (-4.3441, 1.7212, 2.5579)
H (-4.9992, 3.2013, 3.1862)
H (-3.5836, 4.4750, 3.9127)
H (-2.9789, 5.4370, 2.5489)
H (-1.9157, 4.3011, 3.3988)
H (-6.8236, 1.7971, 0.1638)
H (-5.9430, 0.9435, 1.1339)

The highest occupied orbital energy is -8.79 eV. The calculation puts the energy relative to the best compared isomer or geometry (same formula, charge and spin) at 117.0 kcal/mol. For the molecular weight, the calculation gives 1247.9 Da. The largest force on an atom is 3.93 eV/Å. Its HOMO-LUMO gap is 0.342 Eh.

Atom charges from the Mulliken analysis, given in e for atoms 1 to 2: C -0.2495; C 0.3260